No. 1
{
  "formula": "C6H13O",
  "method": "ωB97M-V/def2-TZVPD",
  "multiplicity": 1,
  "e_lumo_ha": 0.142,
  "homo_lumo_gap_ev": 6.073,
  "de_lowest_kcal_mol": 7.5,
  "total_charge": -1,
  "smiles": "CC(C)CCC[O-]",
  "species": ["O", "C", "C", "C", "C", "C", "C", "H", "H", "H", "H", "H", "H", "H", "H", "H", "H", "H", "H", "H"],
  "positions_angstrom": [[-0.39030, -1.08437, 2.08757], [0.78915, 0.56716, -0.48903], [1.78868, 0.66758, -1.63402], [-1.35098, -1.12587, 1.18380], [0.69387, 1.88416, 0.30069], [-0.59569, 0.08614, -0.98399], [-0.97796, -1.25158, -0.30856], [1.15094, -0.15293, 0.25056], [1.71178, -0.20744, -2.27042], [-2.12223, -1.97534, 1.31523], [-1.87068, -1.63877, -0.81333], [-0.77070, 0.08368, -2.06527], [0.45826, 2.66701, -0.43902], [1.60604, 1.57551, -2.22791], [-0.16734, -1.97791, -0.43685], [1.71671, 2.08633, 0.63253], [-2.06823, -0.23696, 1.18206], [2.77555, 0.85858, -1.19634], [-1.37616, 0.78078, -0.63493], [-0.07420, 1.90424, 1.06097]],
  "forces_ev_per_angstrom": [[0.4717, 0.1656, 0.0111], [-0.7533, 0.0396, 0.1718], [-0.0204, 1.0465, 0.6330], [-1.1903, -0.3557, 0.1033], [0.6195, 0.1155, -1.7650], [-0.5813, -0.1106, 1.2182], [-0.0161, 0.3094, -0.8721], [-0.1584, -0.2461, -0.2078], [0.4407, -0.1323, -0.0745], [0.4470, 0.0899, 0.1611], [-0.0242, -0.1198, -0.1353], [0.6543, -0.2063, -0.1569], [-0.0717, 0.1204, 0.2106], [-0.2779, -0.2367, -0.1594], [-0.0151, -0.0885, 0.0640], [-0.2695, 0.2766, 0.6185], [0.1547, 0.0885, 0.0655], [0.2042, -0.5541, -0.3277], [0.2016, 0.1144, 0.0420], [0.1847, -0.3164, 0.3996]]
}

No. 2
{
  "formula": "C40H51Br18N2O4PS",
  "method": "ωB97M-V/def2-TZVPD",
  "multiplicity": 1,
  "e_lumo_ha": -0.022,
  "homo_lumo_gap_ev": 7.320,
  "species": ["Br", "Br", "Br", "Br", "Br", "Br", "Br", "Br", "Br", "Br", "Br", "Br", "Br", "Br", "Br", "Br", "Br", "Br", "S", "P", "O", "O", "O", "O", "N", "N", "C", "C", "C", "C", "C", "C", "C", "C", "C", "C", "C", "C", "C", "C", "C", "C", "C", "C", "C", "C", "C", "C", "C", "C", "C", "C", "C", "C", "C", "C", "C", "C", "C", "C", "C", "C", "C", "C", "C", "C", "H", "H", "H", "H", "H", "H", "H", "H", "H", "H", "H", "H", "H", "H", "H", "H", "H", "H", "H", "H", "H", "H", "H", "H", "H", "H", "H", "H", "H", "H", "H", "H", "H", "H", "H", "H", "H", "H", "H", "H", "H", "H", "H", "H", "H", "H", "H", "H", "H", "H", "H"],
  "positions_angstrom": [[-13.74615, 2.36803, 5.31088], [-10.80129, 3.55864, 5.12193], [12.05480, 7.23159, -2.44881], [-12.94713, 4.25635, 2.88495], [-2.06288, 3.21264, 0.16558], [13.88771, 7.58113, -5.03923], [1.61430, 2.18203, 5.57926], [-13.36743, -0.67141, -1.40350], [-0.87664, -2.91387, -5.66263], [-14.47725, 1.22456, 0.89233], [3.71529, 0.78670, 3.63629], [-3.47002, -4.36219, -6.79807], [1.13908, -0.81162, 4.58129], [11.39731, 9.50969, -4.56276], [0.31870, 1.08197, 0.00256], [-16.48633, -0.61188, -0.75855], [-1.10797, 1.65086, 2.76531], [-3.73794, -1.56312, -5.30674], [9.44362, 4.45132, 0.96894], [2.61438, -5.22862, 0.62235], [3.23531, -0.50808, -3.56803], [-9.58650, 1.20826, 1.48713], [8.60904, 4.18577, -1.55901], [4.96451, -4.05358, -0.89243], [10.21184, 5.67707, -1.33368], [9.85973, 5.60492, -2.68269], [9.45844, 4.83400, -0.72526], [-8.92416, 0.20133, 0.74066], [0.55846, -3.74797, -0.79984], [-10.87573, 0.83601, 1.94046], [8.33135, 2.30826, 2.27912], [-3.96590, -0.73733, -2.14197], [2.82160, -2.99637, -1.06110], [7.74278, 0.04949, 1.12726], [-0.48571, -4.71551, -0.29071], [2.37261, -1.97369, -1.89684], [4.49273, -0.68259, -1.55909], [1.92299, -3.90462, -0.46726], [-0.58134, 2.40155, 1.08218], [-1.32402, -2.55573, -2.04507], [4.96352, -1.69855, -0.74109], [7.43739, 1.06261, 2.25863], [-6.90457, 1.25499, -0.45618], [-2.90208, -0.85539, -1.03194], [-2.29717, -2.24631, -0.89153], [2.43883, 0.52356, 5.05476], [1.35112, -5.81285, 1.84416], [-14.70961, -0.43669, -0.04538], [5.06024, 0.58150, -1.52380], [6.11556, 0.81365, -0.65641], [-12.66274, 3.85224, 4.74254], [3.35214, -0.99729, -2.46556], [4.30552, -3.03786, -0.88042], [6.58926, -0.19764, 0.17925], [8.93591, 4.72866, -2.76151], [8.21019, 3.12968, 0.99826], [3.38693, -3.03923, 2.32945], [12.78675, 8.46708, -3.72505], [6.01626, -1.46130, 0.13038], [-5.44770, 0.87000, -0.77497], [3.80241, -4.41587, 1.77642], [0.12515, -2.72549, -1.65581], [-7.42141, 0.47458, 0.77127], [-5.36908, -0.37640, -1.64925], [1.03377, -1.83015, -2.19747], [-2.76154, -3.21574, -5.42574], [2.30039, -2.97270, 2.36110], [-3.10318, -2.98779, -0.89547], [-11.03855, 1.34815, 2.88702], [-10.94779, -0.24187, 2.12000], [-1.61781, -3.43688, -2.62294], [-7.55572, 1.05408, -1.30716], [-2.89120, -3.73034, -4.48416], [-6.88773, -0.47570, 0.84922], [4.67646, 1.35301, -2.17688], [9.37509, 2.02131, 2.40971], [1.90320, -6.26254, 2.66661], [-14.57588, -1.23067, 0.67439], [8.39454, 2.47533, 0.14811], [-5.82979, -1.22002, -1.12423], [-2.10705, -0.14258, -1.25454], [-0.81234, -4.44877, 0.71186], [13.42711, 9.16341, -3.20412], [-11.62401, 1.10640, 1.19334], [-9.29681, 0.24286, -0.29160], [6.38302, 1.33888, 2.29609], [7.20734, 3.53519, 0.86309], [-7.22645, 1.03796, 1.68385], [3.72266, -2.97384, 3.36794], [6.56038, 1.79920, -0.65550], [7.99085, 2.93879, 3.10285], [7.65196, 0.55488, 3.20161], [-3.33412, -0.55045, -0.07826], [7.98555, -0.90980, 1.58215], [0.14098, 3.18065, 1.27717], [-12.97516, 4.71561, 5.31099], [-0.06861, -5.71858, -0.28368], [8.43965, 4.41394, -3.66222], [0.71622, -5.00624, 2.20896], [4.80239, -4.43457, 1.35613], [-6.93414, 2.31297, -0.19487], [-1.81961, -2.35033, 0.08412], [-9.15095, -0.79989, 1.12293], [2.98208, 0.14971, 5.90984], [-6.00256, -0.18686, -2.52212], [3.84649, -2.19825, 1.81493], [-1.34826, -4.75682, -0.95011], [3.81732, -5.10574, 2.62295], [6.38385, -2.26719, 0.75299], [0.73651, -6.58198, 1.38933], [-4.05241, -1.65070, -2.73192], [-1.38408, -1.71678, -2.74053], [0.70947, -1.02766, -2.84703], [-4.97921, 1.72936, -1.26276], [8.63147, 0.38041, 0.58624], [-3.64706, 0.04042, -2.83907], [-4.95170, 0.71718, 0.18545]],
  "forces_ev_per_angstrom": [[0.0101, -0.0111, -0.0105], [-0.0041, -0.0052, -0.0038], [0.9099, 0.9585, -0.2627], [-0.0009, 0.0076, -0.0519], [-0.0020, -0.0663, -0.0478], [-0.0143, 0.0087, -0.0128], [0.0367, -0.0642, -0.0064], [0.0005, 0.0050, -0.0013], [-0.0170, 0.0088, -0.0033], [-0.1030, 0.0321, 0.0336], [-0.0144, -0.0105, -0.0280], [-0.0049, -0.0019, 0.0065], [0.0115, -0.0145, 0.0488], [0.0011, -0.0068, -0.0221], [0.0271, -0.0366, -0.0495], [0.0133, 0.0091, -0.0157], [-0.0821, 0.0324, 0.0356], [0.0858, -0.0886, -0.5369], [0.1295, 0.1632, 0.1596], [0.5427, -1.2061, -0.6909], [-0.1873, 0.1571, 0.3079], [0.1018, -0.4235, 0.4393], [-0.1123, -0.0733, -0.1920], [-0.1650, 0.0578, 0.1633], [-0.2062, -0.2436, 0.0982], [-0.6722, -0.5171, 0.0763], [-0.1618, -0.2178, 0.1418], [0.0205, 0.3465, -0.2346], [-0.1280, -0.2376, -0.0123], [0.2747, 0.0639, -0.2665], [-0.6074, 0.4097, -0.3950], [-0.1292, 0.2081, 0.3501], [0.0316, 0.0139, 0.1979], [-0.3766, 0.0990, 0.1991], [0.3758, -0.1422, -0.2534], [0.0894, 0.1928, -0.1525], [-0.2589, 0.1541, -0.1392], [-0.1549, 0.5805, 0.2321], [0.1093, -0.0317, -0.0630], [0.0799, 0.0732, 0.0410], [-0.1732, 0.0130, -0.0784], [0.5602, -0.2447, 0.3378], [0.4153, -0.2777, 0.8675], [-0.2019, -0.0113, -0.0494], [-0.2828, -0.2736, -0.0414], [-0.0204, 0.0185, -0.0271], [-0.1111, 0.7321, -0.2396], [0.0097, -0.0080, 0.0209], [0.2290, -0.1781, 0.0395], [-0.3368, 0.0199, -0.2008], [0.0065, -0.0243, 0.0067], [0.1354, -0.1236, -0.1196], [0.2564, -0.0845, 0.0397], [0.5493, 0.1145, 0.1662], [0.1489, 0.2216, -0.1728], [-0.0763, -0.4739, -0.3606], [0.3598, -0.5211, 0.4796], [0.1366, -0.0845, 0.1889], [-0.1460, -0.0113, -0.3094], [-0.5989, 0.2944, -0.0034], [-0.4774, 0.3643, 0.3565], [-0.0959, 0.2438, -0.1348], [-0.3300, -0.0819, -0.4459], [-0.0007, 0.2069, -0.0291], [0.1681, -0.2400, 0.1304], [0.0133, 0.0022, -0.0519], [-0.0176, 0.3509, -0.1701], [-0.0574, 0.0435, 0.0651], [-0.2377, 0.1274, -0.0836], [0.0748, -0.0333, 0.0199], [-0.1329, -0.0527, 0.1252], [0.0374, 0.1830, -0.1257], [0.0050, 0.0038, 0.0108], [-0.0127, -0.0377, -0.0232], [0.0376, 0.0280, -0.0390], [0.0068, 0.0115, 0.1933], [0.0507, 0.0384, 0.0268], [0.0010, -0.0091, 0.0041], [0.1546, 0.0903, -0.0579], [0.0870, -0.0428, 0.0583], [0.1003, 0.0072, 0.1976], [-0.1386, -0.1174, 0.0192], [0.0092, 0.0301, -0.0337], [-0.1325, 0.0544, 0.1471], [0.0362, -0.1862, -0.0587], [-0.0155, 0.0509, -0.2044], [-0.0008, 0.1043, 0.1621], [0.1262, -0.0716, 0.0502], [0.0245, 0.1477, -0.0013], [0.0779, -0.0102, 0.1393], [0.3623, -0.0758, 0.2303], [-0.2362, 0.0087, 0.0763], [0.0404, -0.0076, 0.0522], [0.1655, 0.0056, -0.0271], [-0.0268, 0.0247, 0.0550], [-0.0099, 0.0051, 0.0044], [-0.0556, -0.0550, 0.1299], [-0.1709, -0.1664, 0.1344], [-0.0542, -0.1243, 0.2845], [0.0024, 0.0769, -0.0455], [-0.2102, 0.0967, -0.3184], [0.1966, 0.0697, -0.0670], [-0.0645, 0.0746, 0.2347], [0.0173, 0.0129, 0.0074], [0.0064, -0.1271, -0.0538], [-0.3126, 0.0550, -0.2481], [-0.0658, 0.1483, 0.0576], [0.0395, -0.1644, -0.1118], [0.0552, -0.0047, 0.0115], [-0.0485, -0.0320, 0.0669], [0.1951, -0.0181, 0.2526], [0.0862, -0.0819, -0.1340], [0.0169, -0.0204, -0.0711], [0.2521, -0.1787, -0.1115], [-0.0147, -0.0775, -0.1377], [-0.0586, -0.0096, -0.0771], [0.2230, 0.0786, -0.0648]]
}